No. 1
11
Properties=species:S:1:pos:R:3:forces:R:3:nbo_charge:R:1 method="wB97M-V/def2-TZVPD" orbital_gap_ha=0.390 e_lumo_ev=0.925 smiles="COCC=O" multiplicity=1 charge=0
C -1.4279 0.4529 -0.0112 -0.2 0.3 -0.2 -0.2526
O -0.6792 -0.3872 0.8295 0.1 0.1 0.1 -0.5181
C 0.4506 -0.8112 0.1222 0.2 -0.1 -0.2 -0.1746
C 1.5618 0.2197 0.0793 0.4 -0.2 -0.1 0.4131
O 2.7192 -0.0742 -0.0868 -0.4 0.1 0.1 -0.5079
H -0.9733 1.4498 -0.0838 -0.2 0.0 0.0 0.1654
H -1.4023 0.0166 -1.0287 -0.6 0.3 0.3 0.1623
H -2.4379 0.5301 0.3968 0.1 0.0 -0.2 0.2013
H 0.1331 -0.9373 -0.9395 0.6 -0.5 0.4 0.1838
H 0.8126 -1.7423 0.5703 0.0 0.1 -0.3 0.2204
H 1.2434 1.2830 0.1519 0.1 -0.1 0.1 0.1069

***

No. 2
62
Properties=species:S:1:pos:R:3:forces:R:3:mulliken_spin:R:1 method="wB97M-V/def2-TZVPD" orbital_gap_ha="0.210 / 0.267" e_lumo_ev="2.308 / 2.301" multiplicity=5 charge=-1
Cr -0.0033 0.6737 0.8376 -1.0 -0.1 -1.4 3.4409
Cl -4.6653 6.0501 1.4138 -0.1 0.1 0.1 0.0004
C -3.5789 4.8000 0.8660 0.1 -0.1 -0.1 0.0060
C -2.7400 5.0538 -0.2024 -0.1 0.0 0.1 0.0008
C -1.8664 4.0581 -0.5987 0.1 -0.3 0.1 0.0033
Cl -0.7693 4.3762 -1.9096 0.1 0.1 -0.1 0.0005
C -1.7794 2.8015 0.0374 -0.2 0.4 0.0 -0.0005
O -0.9017 1.9191 -0.3567 0.1 0.0 0.0 -0.0232
C -2.6812 2.5793 1.1093 0.2 0.0 0.0 -0.0031
C -2.6062 1.2608 1.8519 -0.1 -0.2 -0.3 0.0601
O -1.3160 0.9574 2.2180 0.5 0.0 -0.2 -0.0118
C -3.5479 3.5776 1.5182 0.0 -0.1 -0.1 0.0034
H -2.7411 6.0155 -0.6947 0.0 0.0 0.0 0.0000
H -3.2234 1.3427 2.7580 0.0 0.0 -0.1 -0.0117
H -4.1979 3.4026 2.3670 0.0 0.0 0.0 0.0034
F -5.8044 -1.6516 3.0665 0.0 0.0 0.1 -0.0043
C -4.6397 -1.3667 2.4114 -0.3 0.3 -0.3 -0.1378
C -3.5630 -2.2644 2.6113 0.2 -0.1 0.1 0.4064
C -2.4247 -2.1034 1.8373 -0.1 -0.1 0.0 -0.2087
C -2.2977 -1.0652 0.9214 -0.1 0.0 -0.1 0.4030
C -1.1832 -0.9336 0.0320 0.2 -0.2 0.1 -0.2227
C -3.2808 0.0686 0.9658 0.2 0.2 0.3 -0.0465
C -4.5857 -0.3108 1.5847 0.0 0.0 0.0 0.2550
H -3.6775 -3.0876 3.3028 0.0 0.0 0.0 0.0305
H -1.6231 -2.8319 1.9051 0.0 0.0 0.0 -0.0052
H -1.4686 -0.5610 -0.9533 0.2 0.2 0.0 0.0202
H -0.5700 -1.8359 -0.0329 0.1 0.1 0.0 0.0053
H -3.4253 0.4880 -0.0336 0.0 -0.1 0.0 0.0325
H -5.4375 0.3425 1.4432 -0.1 -0.1 0.1 0.0186
Cl 0.0537 -2.9911 6.1458 -0.1 -0.1 0.0 0.0005
C 1.3260 -3.0754 4.9571 0.0 0.2 0.0 0.0010
C 1.2953 -4.1015 4.0364 0.0 0.0 0.0 0.0003
C 2.2944 -4.1882 3.0836 -0.1 -0.1 0.0 -0.0005
C 3.3079 -3.2492 3.0751 0.0 0.0 -0.1 0.0006
C 3.3216 -2.2190 3.9958 -0.2 0.0 0.1 -0.0006
Cl 4.6428 -1.1021 3.9202 0.1 0.1 0.1 -0.0001
C 2.3190 -2.0812 4.9721 0.1 0.0 0.0 -0.0006
N 2.3247 -1.1344 5.9843 -0.1 0.0 -0.1 -0.0002
C 2.6559 0.2577 5.8738 0.0 0.2 -0.2 -0.0016
C 3.6339 0.7294 6.7447 0.0 0.0 0.0 0.0001
C 4.0083 2.0598 6.7386 0.1 0.0 0.1 -0.0002
C 3.4035 2.9363 5.8502 -0.1 0.1 0.0 0.0008
C 2.3980 2.4839 5.0163 0.0 -0.1 0.0 0.0005
C 1.9900 1.1492 5.0165 0.1 -0.2 0.2 0.0007
C 0.8372 0.7689 4.1220 0.3 -0.1 -0.3 0.0136
C 1.2454 0.7551 2.6438 1.6 -0.1 1.6 -0.0333
O 1.5469 1.8310 2.0757 -0.6 -0.1 -0.2 0.0255
O 1.2946 -0.3690 2.0415 -0.6 -0.1 0.0 0.0025
H 0.4861 -4.8179 4.0652 0.0 0.0 0.0 -0.0001
H 2.2776 -4.9821 2.3495 0.0 0.0 0.0 0.0000
H 4.1032 -3.3036 2.3449 0.0 0.0 0.0 0.0002
H 1.6127 -1.3082 6.6757 -0.1 0.0 0.0 0.0000
H 4.1061 0.0263 7.4192 0.0 0.0 0.0 0.0001
H 4.7724 2.4140 7.4195 0.0 0.0 0.0 0.0000
H 3.6960 3.9786 5.8237 0.0 0.0 0.0 0.0000
H 1.9001 3.1593 4.3324 0.0 0.0 0.0 -0.0005
H 0.0614 1.5285 4.1877 -0.1 0.0 0.1 0.0010
H 0.4017 -0.1947 4.3697 0.0 0.0 0.0 -0.0044
N 1.5508 0.5663 -0.7337 -0.2 0.1 0.2 -0.0265
H 1.7894 1.5388 -0.8967 0.0 0.0 0.0 0.0006
H 1.2629 0.1516 -1.6107 0.0 0.0 0.0 0.0042
H 2.3626 0.0811 -0.3717 0.0 0.0 0.0 0.0018

***

No. 3
19
Properties=species:S:1:pos:R:3:forces:R:3:nbo_charge:R:1 method="wB97M-V/def2-TZVPD" orbital_gap_ha="0.333 / 0.333" e_lumo_ev="-5.449 / -5.452" smiles="CC1=[NH+]S(=O)(=O)N(C)C(=O)N1" multiplicity=1 charge=+1
C -1.4799 1.5869 1.4391 -1.7 0.9 -0.6 -0.7284
C -0.7336 0.6356 0.6400 0.9 -0.8 -2.2 0.6546
N -0.1108 -0.3781 1.2547 0.5 1.2 -1.4 -0.7532
S 0.1098 -1.8508 0.4264 -5.9 0.7 -0.3 2.0747
O -1.9260 -1.8468 0.2528 5.4 -0.8 0.1 -0.6593
O 0.9997 -2.6790 1.1567 -0.2 -0.1 -0.2 -0.7857
N 0.8009 -1.2568 -0.9620 -0.2 0.1 0.3 -0.6836
C 1.7148 -2.1877 -1.6778 -1.5 -3.7 1.2 -0.4359
C 0.2353 -0.1307 -1.5544 -0.3 0.6 1.0 0.8130
O 0.4416 0.2434 -2.6475 0.3 -0.1 -1.2 -0.4642
N -0.5752 0.7392 -0.7040 0.0 -0.1 1.4 -0.5771
H -0.9439 2.4675 1.6205 1.5 1.3 0.2 0.2935
H -1.7678 1.2491 2.4001 -0.2 -0.8 0.8 0.2713
H -2.3837 2.0395 0.9886 0.3 -0.9 -0.4 0.2974
H -0.3734 -0.4874 2.1939 -0.2 -0.5 1.6 0.4511
H 2.5320 -1.7279 -2.1586 0.8 1.0 -0.2 0.2545
H 2.0973 -2.8765 -0.7662 -0.6 1.4 -2.6 0.2586
H 1.1413 -2.8329 -2.4839 1.0 1.3 1.8 0.2495
H -0.8872 1.5814 -1.2167 0.0 -0.8 0.5 0.4691

***

Energy relative to the best compared isomer or geometry (same formula, charge and spin) for the records above, in order: 1.8241; 0.7602; 4.5714 eV